{"formula": "C29H54P2PbSi", "method": "ωB97M-V/def2-TZVPD", "symbols": ["Pb", "C", "C", "C", "C", "C", "C", "H", "H", "H", "C", "H", "H", "H", "C", "H", "H", "H", "C", "H", "H", "H", "C", "H", "H", "H", "C", "C", "C", "C", "C", "C", "C", "C", "H", "H", "H", "H", "H", "H", "H", "H", "H", "H", "H", "H", "P", "C", "H", "H", "H", "C", "H", "H", "H", "C", "H", "H", "H", "P", "C", "H", "H", "H", "C", "H", "H", "H", "C", "H", "H", "H", "C", "Si", "C", "C", "C", "C", "H", "H", "H", "H", "H", "H", "H", "H", "H"], "xyz": [[-0.0489, -0.4201, -2.1292], [-2.7391, 1.8336, -0.0235], [-3.0777, 0.9081, -1.0492], [-2.8852, -0.2488, 0.9308], [-2.6741, 1.1278, 1.2024], [-3.1370, -0.3892, -0.4639], [-2.5093, 3.2813, -0.2021], [-2.2487, 3.5241, -1.2397], [-1.7067, 3.6314, 0.4611], [-3.4033, 3.8671, 0.0523], [-2.3683, 1.7141, 2.5210], [-2.5335, 2.7968, 2.5396], [-1.3138, 1.5318, 2.7657], [-2.9693, 1.2395, 3.3083], [-2.8126, -1.3298, 1.9301], [-3.4673, -1.1201, 2.7853], [-1.7876, -1.4159, 2.3177], [-3.0986, -2.2949, 1.4998], [-3.4193, -1.6666, -1.1552], [-4.5065, -1.8263, -1.2505], [-3.0168, -2.5174, -0.5866], [-2.9876, -1.6960, -2.1685], [-3.3326, 1.2785, -2.4577], [-4.2000, 1.9590, -2.5257], [-3.5603, 0.4038, -3.0772], [-2.4730, 1.8082, -2.9123], [1.7943, 0.5905, -3.2754], [0.6923, 1.4500, -3.4983], [-0.0484, 1.4890, -4.8118], [-1.0046, 0.3258, -5.1688], [-0.9823, -0.9068, -4.3066], [0.1494, -1.7364, -4.1742], [1.4361, -1.4512, -4.8909], [2.3347, -0.3082, -4.3618], [0.6481, 1.6582, -5.6553], [-0.8135, 0.0672, -6.2204], [-0.6581, 2.4038, -4.7946], [2.6623, 0.3018, -5.2193], [2.5294, 0.8431, -2.4988], [0.6172, 2.3745, -2.9055], [3.2705, -0.7591, -3.9902], [2.0314, -2.3744, -4.8386], [-0.0111, -2.7786, -3.8640], [1.2705, -1.2819, -5.9684], [-2.0378, 0.7153, -5.1558], [-1.9626, -1.3435, -4.0856], [2.2442, 2.2090, 1.4529], [2.1410, 3.5581, 2.6308], [3.1332, 4.0042, 2.7544], [1.7834, 3.1612, 3.5878], [1.4321, 4.3118, 2.2684], [3.9088, 1.5530, 1.3689], [4.6274, 2.2673, 1.7880], [4.1802, 1.3362, 0.3283], [3.9264, 0.6248, 1.9514], [1.7570, 2.7839, -0.1720], [1.9619, 2.0117, -0.9244], [2.3078, 3.6942, -0.4366], [0.6807, 2.9966, -0.1617], [1.2157, -2.7726, -0.1733], [0.1172, -4.1355, -0.7442], [0.7176, -5.0294, -0.9573], [-0.4114, -3.8207, -1.6531], [-0.6280, -4.3488, 0.0313], [2.7554, -3.2516, -1.0452], [2.6289, -3.1049, -2.1244], [2.9823, -4.2994, -0.8185], [3.5743, -2.6103, -0.7027], [1.5844, -3.3296, 1.5307], [1.9204, -4.3749, 1.5253], [0.6808, -3.2205, 2.1428], [2.3549, -2.6766, 1.9575], [1.9598, -1.1793, 5.1741], [0.4368, -0.2267, 4.6496], [-1.1486, -1.1726, 4.9717], [0.3447, 1.4571, 5.5226], [0.6523, 0.2049, 2.8471], [1.1589, 0.9417, 1.9788], [2.0524, -1.2290, 6.2632], [2.8626, -0.6937, 4.7821], [1.9322, -2.2058, 4.7855], [-1.2892, -1.3260, 6.0507], [-2.0269, -0.6296, 4.5995], [-1.1249, -2.1554, 4.4857], [1.2899, 2.0050, 5.4162], [-0.4529, 2.0732, 5.0856], [0.1357, 1.3402, 6.5939]], "forces_ev_per_angstrom": [[-1.19, -0.24, 3.18], [0.37, -0.58, 2.94], [-0.02, -1.86, 0.21], [-0.43, -0.77, -1.82], [0.27, 2.49, -2.07], [0.32, 0.75, 0.44], [-0.05, 0.62, 0.00], [0.00, 0.04, 0.20], [-0.13, 0.06, -0.18], [0.15, 0.01, -0.10], [0.15, 0.04, 0.50], [-0.07, -0.23, 0.07], [-0.24, 0.13, 0.15], [0.07, 0.26, -0.07], [-0.03, -0.34, 0.08], [0.11, -0.09, -0.11], [-0.15, 0.00, -0.01], [0.03, 0.17, 0.19], [-0.48, -0.52, -0.22], [0.34, -0.14, -0.13], [-0.08, 0.17, -0.29], [-0.16, -0.09, 0.25], [-0.19, 0.12, -0.52], [0.30, -0.17, -0.01], [0.03, 0.14, 0.12], [-0.32, -0.10, 0.20], [-0.16, 1.43, -1.07], [1.90, 0.19, -0.53], [-0.39, 0.66, -0.35], [-0.56, 0.54, -0.10], [0.91, -1.54, -1.28], [-1.55, 0.43, -1.21], [0.86, -0.34, -0.24], [0.75, -0.40, -0.05], [0.03, -0.21, 0.49], [-0.06, -0.32, 0.23], [0.16, -0.25, -0.02], [-0.18, 0.07, 0.26], [-0.48, -0.07, -0.16], [-0.11, -0.65, 0.09], [-0.41, 0.15, -0.03], [-0.16, 0.27, -0.11], [-0.02, 0.52, 0.18], [-0.33, -0.09, 0.35], [0.47, -0.18, 0.02], [0.37, 0.14, 0.22], [-0.63, -0.42, -0.23], [-0.13, 0.07, 0.17], [-0.21, 0.01, -0.02], [0.14, 0.15, -0.19], [0.14, -0.15, 0.10], [0.29, -0.26, 0.08], [-0.16, -0.16, -0.11], [-0.08, 0.01, 0.26], [0.16, 0.21, -0.11], [-0.16, 0.11, -0.23], [-0.04, 0.17, 0.31], [-0.06, -0.15, 0.07], [0.17, 0.00, 0.00], [-0.04, -0.13, -0.06], [-0.01, 0.18, -0.01], [-0.29, 0.09, 0.08], [0.05, -0.22, 0.15], [0.11, -0.03, -0.22], [0.02, 0.11, 0.18], [0.07, -0.13, 0.16], [0.14, 0.17, -0.20], [-0.02, -0.16, -0.11], [0.03, 0.11, 0.03], [-0.05, 0.23, 0.17], [0.16, -0.13, -0.09], [-0.05, -0.23, -0.02], [0.07, -0.02, -0.48], [-0.72, -0.24, 1.63], [0.08, 0.04, -0.19], [0.08, -0.10, -0.56], [1.71, 2.13, -2.15], [-0.59, -1.34, 1.78], [-0.13, 0.05, -0.12], [-0.08, -0.11, 0.13], [0.04, 0.19, 0.10], [0.14, 0.03, -0.23], [0.23, -0.11, 0.12], [-0.07, 0.11, 0.14], [-0.14, -0.09, 0.14], [0.11, -0.12, 0.14], [0.07, -0.09, -0.25]], "homo_energy_ev": [-11.76, -11.66], "energy_ha": -2301.76487, "total_charge": 2}